(one)
The following is a DFT calculation (the ωB97M-V functional and the def2-TZVPD basis) of the ion C33H32NO6S2 with charge -1.

ORCA input file:
```
! RIJCOSX wB97M-V def2-TZVPD def2/J DEFGRID3
* xyz -1 1
C -0.017 4.225 -1.501
C 0.590 2.932 -1.006
N 2.060 2.982 -0.906
C 2.767 2.890 -2.183
C 2.415 1.621 -2.933
C 2.810 3.040 0.225
O 4.024 2.844 0.195
C 2.046 3.336 1.511
C 1.526 1.943 1.946
O 2.352 1.049 2.132
C 0.076 1.699 2.265
C -0.977 2.604 2.016
C -2.281 2.304 2.416
C -2.538 1.123 3.116
C -1.506 0.208 3.360
C -0.219 0.480 2.906
C 2.960 3.800 2.542
C 3.726 5.098 2.317
S 3.198 6.493 3.221
O 1.770 6.623 3.006
O 3.748 6.437 4.562
C 3.980 7.908 2.480
C 4.726 8.743 3.310
C 5.426 9.805 2.748
C 5.367 10.021 1.368
C 4.578 9.201 0.552
C 3.860 8.144 1.111
S 5.427 5.154 1.873
O 6.060 6.255 2.580
O 5.592 5.033 0.447
C 6.224 3.765 2.705
C 6.821 4.020 3.948
C 7.614 3.044 4.547
C 7.784 1.803 3.929
C 7.114 1.519 2.736
C 6.308 2.489 2.138
C 2.289 3.875 3.926
C 3.085 3.771 5.068
C 2.499 3.797 6.334
C 1.103 3.748 6.445
C 0.308 3.843 5.301
C 0.914 4.062 4.064
H -1.079 4.063 -1.705
H 0.074 5.010 -0.741
H 0.483 4.559 -2.414
H 0.170 2.655 -0.037
H 0.343 2.108 -1.690
H 2.488 3.776 -2.770
H 3.842 2.918 -1.965
H 3.124 1.485 -3.754
H 2.492 0.756 -2.264
H 1.401 1.670 -3.349
H 1.258 4.078 1.288
H -0.787 3.556 1.513
H -3.086 3.004 2.180
H -3.540 0.920 3.490
H -1.685 -0.723 3.894
H 0.595 -0.227 3.063
H 3.783 3.065 2.596
H 4.790 8.517 4.373
H 6.026 10.436 3.405
H 5.943 10.832 0.923
H 4.520 9.370 -0.524
H 3.240 7.480 0.509
H 6.662 4.982 4.429
H 8.100 3.281 5.492
H 8.441 1.060 4.378
H 7.220 0.547 2.254
H 5.718 2.263 1.254
H 4.164 3.670 4.939
H 3.145 3.827 7.212
H 0.634 3.663 7.427
H -0.782 3.759 5.349
H 0.309 4.370 3.212
*
```

Summary:
**HOMO**: -0.1435 Eh
**Lowest unoccupied orbital energy**: 2.1728 eV
**Gap between HOMO and LUMO**: 6.08 eV

***

(two)
The following is a DFT calculation (the ωB97M-V functional and the def2-TZVPD basis) of a cluster of 2 separate species, C33H32NO6S2 in total.

ORCA input file:
```
! RIJCOSX wB97M-V def2-TZVPD def2/J DEFGRID3
* xyz -1 1
C -0.389 2.849 -3.349
C 0.043 3.713 -4.358
C 0.704 3.212 -5.482
C 0.871 1.834 -5.599
S 2.037 1.083 -6.765
C 3.275 0.593 -5.515
C 2.997 -0.365 -4.596
S 4.443 1.939 -5.273
C 4.896 1.618 -3.562
C 4.019 2.083 -2.578
C 4.069 1.494 -1.315
C 5.042 0.532 -1.033
C 6.049 0.255 -1.962
C 6.000 0.820 -3.239
O 5.610 1.731 -6.099
O 3.784 3.222 -5.217
O 1.431 -0.094 -7.333
O 2.582 2.130 -7.591
C 0.354 0.962 -4.649
C -0.253 1.471 -3.513
H -0.843 3.239 -2.441
H -0.105 4.787 -4.258
H 1.112 3.881 -6.239
H 3.665 -0.528 -3.763
H 2.152 -1.014 -4.776
H 3.268 2.836 -2.833
H 3.325 1.797 -0.578
H 5.037 0.021 -0.073
H 6.872 -0.414 -1.710
H 6.771 0.633 -3.989
H 0.540 -0.106 -4.718
H -0.595 0.768 -2.760
C -1.151 -5.411 5.134
C -0.646 -4.745 3.879
C 0.310 -3.617 4.194
C 0.050 -5.776 3.006
O -1.780 -4.282 3.065
C -2.376 -3.115 3.481
C -2.384 -2.072 2.422
N -3.119 -1.058 2.698
C -3.186 0.229 2.456
C -4.128 0.984 3.275
C -4.475 2.334 3.035
C -5.422 2.949 3.859
C -6.013 2.230 4.913
C -5.681 0.885 5.134
C -4.735 0.269 4.318
C -2.241 0.829 1.513
C -1.553 2.016 1.847
C -0.454 2.413 1.079
C -0.058 1.631 -0.015
C -0.732 0.443 -0.333
C -1.868 0.082 0.384
O -2.827 -2.948 4.603
H -1.734 -6.298 4.871
H -0.305 -5.735 5.746
H -1.780 -4.739 5.720
H 0.664 -3.138 3.277
H -0.154 -2.861 4.831
H 1.179 -4.019 4.722
H 0.327 -5.331 2.039
H 0.955 -6.146 3.506
H -0.623 -6.625 2.828
H -1.911 -2.305 1.462
H -4.018 2.870 2.199
H -5.706 3.987 3.671
H -6.751 2.711 5.555
H -6.149 0.297 5.921
H -4.448 -0.775 4.461
H -1.863 2.574 2.736
H 0.093 3.324 1.345
H 0.776 1.961 -0.637
H -0.379 -0.223 -1.123
H -2.467 -0.782 0.092
*
```

Summary:
**HOMO**: -0.1064 Eh
**Lowest unoccupied orbital energy**: 0.8828 eV
**Gap between HOMO and LUMO**: 3.78 eV

***

Winner for stability: (one)

***

(one)
The following is a DFT calculation (the ωB97M-V functional and the def2-TZVPD basis) of a cluster of 2 separate species, C4H11NO in total.

ORCA input file:
```
! RIJCOSX wB97M-V def2-TZVPD def2/J DEFGRID3
* xyz -1 2
C -0.310 1.304 0.804
C 0.216 -0.109 0.508
C 1.737 -0.165 0.506
C 2.323 -1.249 0.046
N -1.725 1.536 0.453
H 0.196 2.031 0.161
H -0.014 1.524 1.836
H -0.186 -0.425 -0.461
H -0.171 -0.783 1.273
H 2.247 0.718 0.880
H 1.801 -2.066 -0.450
H 3.388 -1.451 -0.006
H -1.941 0.929 -0.336
H -2.357 1.415 1.226
H -1.567 -1.831 -1.905
H -2.122 -0.524 -2.624
O -1.515 -0.854 -1.911
*
```

Summary:
**HOMO (alpha / beta)**: 0.0345 / -0.2077 Eh
**Lowest unoccupied orbital energy (alpha / beta)**: 3.8206 / 3.7420 eV
**Gap between HOMO and LUMO (alpha / beta)**: 2.88 / 9.39 eV

***

(two)
The following is a DFT calculation (the ωB97M-V functional and the def2-TZVPD basis) of a cluster of 2 separate species, C4H11NO in total.

ORCA input file:
```
! RIJCOSX wB97M-V def2-TZVPD def2/J DEFGRID3
* xyz -1 2
N -1.217 -0.678 1.053
C -1.136 -1.616 -0.135
C -0.128 -1.135 -1.101
C 0.607 -0.075 -0.351
C -0.326 0.429 0.734
H -1.192 -1.131 1.960
H -1.087 -2.672 0.137
H -2.241 -1.517 -0.495
H 0.514 -1.874 -1.564
H -0.635 -0.677 -2.020
H 1.524 -0.213 0.066
H 0.868 0.736 -1.041
H 0.247 0.776 1.538
H -1.005 1.300 0.561
H 1.525 3.034 -0.618
H 2.168 2.731 0.960
O 1.513 2.582 0.317
*
```

Summary:
**HOMO (alpha / beta)**: 0.0377 / -0.1824 Eh
**Lowest unoccupied orbital energy (alpha / beta)**: 3.8096 / 3.7265 eV
**Gap between HOMO and LUMO (alpha / beta)**: 2.78 / 8.69 eV

***

(three)
The following is a DFT calculation (the ωB97M-V functional and the def2-TZVPD basis) of a structure of composition C4H11NO.

ORCA input file:
```
! RIJCOSX wB97M-V def2-TZVPD def2/J DEFGRID3
* xyz -1 2
C -0.937 0.290 -1.595
O -0.520 -1.013 -1.625
C 0.085 0.955 -0.667
C -0.259 0.828 0.893
C 0.482 -0.402 1.535
N 0.306 -1.574 0.636
H -1.929 0.308 -1.109
H -0.948 0.711 -2.667
H -0.077 -1.295 -0.577
H 0.466 2.023 -0.922
H 0.975 0.245 -0.817
H -1.356 0.610 0.898
H -0.020 1.813 1.441
H 1.549 -0.065 1.682
H 0.080 -0.606 2.529
H 1.727 -0.307 -0.684
H 0.376 -2.521 1.049
*
```

Summary:
**HOMO (alpha / beta)**: -0.0880 / -0.0943 Eh
**Lowest unoccupied orbital energy (alpha / beta)**: 4.4950 / 4.4123 eV
**Gap between HOMO and LUMO (alpha / beta)**: 6.89 / 6.98 eV

***

Winner for stability: (one)

***

(one)
The following is a DFT calculation (the ωB97M-V functional and the def2-TZVPD basis) of a cluster of 7 separate species, H14O7 in total.

ORCA input file:
```
! RIJCOSX wB97M-V def2-TZVPD def2/J DEFGRID3
* xyz 0 1
O -0.770 0.094 1.194
H -0.867 0.300 0.257
H 0.180 0.150 1.349
O 2.018 -2.968 2.298
H 1.747 -2.568 3.133
H 1.774 -2.313 1.635
O 0.605 -3.177 -0.607
H 1.401 -2.647 -0.484
H 0.148 -2.747 -1.338
O -2.820 3.906 1.397
H -3.491 4.542 1.124
H -2.803 3.261 0.681
O 0.651 2.987 -2.975
H -0.287 2.818 -2.835
H 0.965 3.292 -2.117
O 0.364 0.456 -3.356
H 0.796 0.208 -2.531
H 1.077 0.817 -3.895
O 0.061 -2.163 2.090
H -0.839 -2.501 2.020
H 0.089 -1.748 2.960
*
```

Summary:
**HOMO**: -0.3538 Eh
**Lowest unoccupied orbital energy**: -0.1801 eV
**Gap between HOMO and LUMO**: 9.45 eV

***

(two)
The following is a DFT calculation (the ωB97M-V functional and the def2-TZVPD basis) of a structure of composition H14O7.

ORCA input file:
```
! RIJCOSX wB97M-V def2-TZVPD def2/J DEFGRID3
* xyz 0 1
O 2.462 0.566 -1.585
H 2.494 0.960 -2.456
H 1.535 0.378 -1.440
O -1.264 1.024 -0.030
H -2.206 0.992 -0.195
H -0.963 1.799 -0.506
O 1.418 -1.839 -0.062
H 2.058 -1.809 -0.773
H 1.199 -0.922 0.103
O -0.971 -0.962 -0.216
H -1.320 -0.080 -0.088
H -1.652 -1.421 -0.706
O 0.363 2.523 1.107
H -0.430 1.996 1.014
H 0.856 2.092 1.806
O -1.525 -1.914 1.574
H -0.867 -1.452 1.055
H -2.272 -2.011 0.984
O 0.657 0.045 -0.116
H -0.208 -0.341 -0.252
H 0.634 0.375 0.782
*
```

Summary:
**HOMO**: -0.3263 Eh
**Lowest unoccupied orbital energy**: -0.8334 eV
**Gap between HOMO and LUMO**: 8.05 eV

***

(three)
The following is a DFT calculation (the ωB97M-V functional and the def2-TZVPD basis) of a cluster of 7 separate species, H14O7 in total.

ORCA input file:
```
! RIJCOSX wB97M-V def2-TZVPD def2/J DEFGRID3
* xyz 0 1
O -0.458 -0.681 -0.762
H -0.570 -1.131 -0.024
H 0.168 -0.017 -0.591
H -1.211 -0.170 -0.943
O 1.548 1.042 -0.278
H 1.857 1.295 0.583
O 2.146 -0.696 1.601
H 2.126 -0.154 0.741
H 3.002 -0.289 2.049
O 1.865 1.238 -2.905
H 2.012 1.276 -1.952
H 2.751 1.286 -3.267
O -1.016 -2.045 1.627
H -1.202 -3.038 1.463
H -0.527 -2.111 2.351
O -3.071 -0.085 -1.164
H -3.760 -0.362 -1.962
H -3.984 0.154 -0.793
O -0.869 1.559 1.103
H 0.056 1.341 1.069
H -0.861 1.588 2.053
*
```

Summary:
**HOMO**: -0.3249 Eh
**Lowest unoccupied orbital energy**: -0.1755 eV
**Gap between HOMO and LUMO**: 8.67 eV

***

(four)
The following is a DFT calculation (the ωB97M-V functional and the def2-TZVPD basis) of a cluster of 7 separate species, H14O7 in total.

ORCA input file:
```
! RIJCOSX wB97M-V def2-TZVPD def2/J DEFGRID3
* xyz 0 1
O 0.341 18.815 11.613
H 0.768 19.646 11.871
H 0.412 18.249 12.349
O -3.736 22.504 12.736
H -3.726 21.939 13.506
H -2.956 22.200 12.334
O -1.025 19.748 15.208
H -0.461 19.946 14.411
H -0.441 19.642 15.975
O -0.970 23.060 11.091
H -1.511 23.857 10.931
H -0.157 23.303 10.653
O 2.917 22.402 11.431
H 3.817 22.562 11.167
H 2.636 21.749 10.815
O 0.469 21.326 13.092
H -0.358 21.792 13.140
H 1.129 21.978 12.790
O 1.384 23.872 9.778
H 1.839 23.889 8.888
H 2.020 23.474 10.466
*
```

Summary:
**HOMO**: -0.4081 Eh
**Lowest unoccupied orbital energy**: -0.1820 eV
**Gap between HOMO and LUMO**: 10.92 eV

***

Winner for stability: (four)